The following is a DFT calculation (wB97M-V/def2-TZVPD) of a gas-phase ion, C9H8FO3 (charge -1) in a non-equilibrium geometry.

Last column: Mulliken charge in e.
Atoms and positions in Å:
F: -0.6888 1.3950 1.9967  -0.274
O: 2.2149 1.0581 -1.5652  -0.718
O: -0.8834 -1.0607 -0.6000  -0.573
O: 0.1706 2.9812 -4.1430  -0.502
C: 0.6440 0.6317 0.1500  0.142
C: 0.5573 -1.7830 1.0410  -0.806
C: 1.0716 1.2925 -1.1057  0.229
C: 0.5426 -0.8871 -0.2190  -0.091
C: 0.1810 2.5332 -3.0693  0.911
C: -1.4264 -0.4996 0.5861  0.009
C: -0.7973 0.9218 0.7395  -0.992
C: -0.7635 -1.4501 1.7108  -0.538
C: 0.0154 2.0289 -1.8877  -0.862
H: 0.6864 -2.8413 0.6871  0.296
H: 1.4490 -1.7359 1.7353  0.299
H: 1.4376 0.7374 0.9173  0.604
H: -1.3913 -2.4703 1.9836  0.197
H: -0.8286 1.8388 -1.0934  0.462
H: 1.1980 -1.3229 -1.0706  0.426
H: -2.4946 -0.4555 0.4495  0.500
H: -0.8947 -0.9122 2.7570  0.279

Force components x, y, z for each atom (eV/Å):
-0.09 0.38 2.27
-1.63 0.70 0.92
1.49 0.97 0.20
0.45 0.25 -0.43
-0.73 -1.38 1.19
1.84 -0.74 0.63
2.30 0.30 -2.97
-0.08 -1.05 -0.88
-1.11 -0.31 0.60
0.84 -0.32 1.46
0.98 -1.03 -4.58
-3.80 -1.15 2.12
0.86 -1.25 2.43
-0.86 0.76 0.24
-0.75 0.75 -0.76
-0.25 0.13 -0.41
1.27 2.25 -1.11
-0.53 0.79 -0.65
-1.03 1.11 1.40
-0.44 -0.38 0.45
1.27 -0.77 -2.12

- Max |F|: 4.8 eV Å⁻¹
- LUMO level: 0.1345 Eh
- E: -673.229728 Ha
- Net charge: -1
- Gap between HOMO and LUMO: 0.222 Ha



The following is a DFT calculation (wB97M-V/def2-TZVPD) of a single C28H32N4O4 molecule.

Last column: Mulliken charge in e.
Atoms and positions in Å:
O: -3.4802 -2.1315 2.3723  -0.457
O: -0.8130 -0.3674 -1.5610  -0.810
O: 1.1416 -1.3637 1.8604  -0.684
O: -3.4726 2.8490 0.5532  -0.688
N: -0.3588 -2.3075 0.4615  -0.092
N: -3.1019 0.9956 -0.7163  0.131
N: 1.1788 0.2374 -0.7293  0.934
N: -4.4058 -0.7272 -1.4046  -0.409
C: 3.0121 1.7607 -1.2064  0.028
C: 3.7889 -1.1956 0.6181  -0.158
C: -4.6589 -1.3682 2.3524  -0.536
C: 2.1228 1.2107 -0.2923  -1.570
C: 1.5238 -1.1833 -0.5361  0.402
C: -5.5705 -1.3245 -1.5793  -0.423
C: -5.5429 1.1347 -0.4226  -0.538
C: -2.7170 2.1069 -0.0387  0.459
C: -6.7525 0.4930 -0.6094  -0.507
C: -4.3841 0.4779 -0.8403  0.451
C: -6.7782 -0.7632 -1.2001  -0.434
C: 3.6567 -1.6607 -1.7234  -0.593
C: -0.4307 1.9823 -1.2878  -1.197
C: 5.0334 -1.7731 -1.7814  -0.921
C: -1.3239 -2.6363 1.4843  -1.091
C: 2.1839 1.5614 1.0465  0.456
C: -0.0349 0.5226 -1.2213  0.847
C: 4.0164 3.0209 0.5711  -0.667
C: 5.8081 -1.5957 -0.6437  1.162
C: 3.1889 2.8460 2.9403  -1.646
C: 3.9558 2.6698 -0.7664  -1.129
C: 3.1357 2.4698 1.4927  0.542
C: -2.5451 -1.7170 1.4055  0.344
C: 5.1636 -1.3130 0.5549  -0.992
C: -1.2132 2.3734 -0.0248  -0.333
C: 0.7728 -1.6308 0.7350  -0.079
C: 3.0181 -1.3663 -0.5250  -0.623
C: 7.3005 -1.7149 -0.6916  -1.423
H: 3.3088 -0.9847 1.5592  0.565
H: 7.7668 -0.8315 -0.2584  0.334
H: -5.5230 -2.3018 -2.0423  0.377
H: -1.6505 -3.6722 1.3628  0.308
H: -7.6698 0.9705 -0.2972  0.425
H: -5.2856 -1.7446 3.1580  0.319
H: -1.0986 3.4426 0.1632  0.373
H: 1.1045 -1.7193 -1.3962  1.075
H: -5.4814 2.1074 0.0337  0.466
H: 2.4349 3.6033 3.1562  0.298
H: 7.6272 -2.5793 -0.1143  0.320
H: 4.6530 3.1003 -1.4692  0.456
H: 3.0722 -1.7993 -2.6225  0.411
H: -4.4496 -0.3039 2.5168  0.266
H: 2.9824 1.9819 3.5671  0.372
H: 4.1624 3.2522 3.2025  0.424
H: 0.4575 2.6086 -1.3667  0.366
H: 5.5101 -2.0004 -2.7243  0.314
H: -0.8368 -2.5272 2.4549  0.409
H: 2.9628 1.4697 -2.2448  0.519
H: -2.2425 -0.6736 1.5923  0.081
H: -2.9861 -1.7682 0.3972  0.109
H: 7.6511 -1.8307 -1.7140  0.359
H: -5.1868 -1.4753 1.3968  0.153
H: 1.5084 1.0982 1.7498  0.540
H: -0.8018 1.8518 0.8447  0.110
H: 5.7499 -1.1782 1.4524  0.403
H: -7.7062 -1.2889 -1.3597  0.389
H: -1.0514 2.1361 -2.1725  0.647
H: -0.7076 -2.2975 -0.4880  0.375
H: 4.7631 3.7266 0.9047  0.438
H: -2.3946 0.3865 -1.1428  0.242

Force components x, y, z for each atom (eV/Å):
0.33 -0.22 0.03
-0.12 -0.14 -0.19
0.18 0.21 0.44
-0.17 0.17 0.14
-0.34 -0.23 -0.10
0.13 -0.24 -0.24
0.33 -0.20 0.05
0.42 0.10 -0.04
-0.08 -0.03 0.09
0.07 -0.09 0.12
-0.09 0.06 -0.05
0.16 0.51 0.07
-0.15 -0.22 0.04
-0.29 -0.05 -0.01
-0.02 0.12 0.06
0.41 0.10 0.05
0.14 -0.19 -0.10
-0.50 -0.03 0.06
-0.05 0.02 0.04
-0.16 0.01 0.12
-0.01 -0.06 0.01
0.09 0.02 0.00
-0.32 0.05 0.37
-0.02 0.07 -0.16
-0.16 0.53 -0.34
-0.02 -0.04 0.07
-0.02 0.01 -0.05
-0.05 0.06 0.01
0.01 0.00 -0.10
0.04 0.01 -0.10
0.14 -0.08 -0.10
-0.01 0.01 -0.10
-0.08 0.15 0.00
-0.07 -0.29 -0.62
-0.05 -0.25 -0.06
-0.01 -0.03 0.03
-0.05 0.02 0.04
0.09 0.03 0.00
-0.10 -0.08 -0.03
0.02 0.05 0.06
-0.05 0.05 0.03
-0.07 0.07 -0.02
-0.08 -0.12 0.03
0.12 0.10 0.19
0.03 0.02 0.01
-0.02 0.05 0.09
0.09 -0.04 0.01
0.06 0.04 -0.06
-0.09 -0.02 -0.09
-0.01 0.00 0.01
0.01 -0.03 0.10
0.05 0.03 0.07
-0.13 -0.02 -0.02
0.06 -0.02 -0.08
-0.08 -0.09 -0.11
-0.01 -0.07 -0.10
0.02 -0.05 -0.05
0.07 0.06 0.11
0.08 -0.01 -0.04
-0.02 0.02 0.02
-0.09 -0.10 0.06
-0.01 0.05 0.05
0.07 0.02 0.12
-0.06 -0.07 -0.03
0.10 -0.07 0.00
0.25 0.12 0.06
0.08 0.07 0.05
-0.02 0.17 0.09

- Max |F|: 0.7 eV Å⁻¹
- Energy relative to the best compared isomer or geometry (same formula, charge and spin): 0.685 eV
- LUMO level: 0.0235 Eh
- E: -1606.234446 Ha
- Gap between HOMO and LUMO: 0.344 Ha
- SMILES: COCCNC(=O)[C@H](c1ccc(C)cc1)N(C(=O)CCC(=O)Nc1ccccn1)c1cccc(C)c1



The following is a DFT calculation (wB97M-V/def2-TZVPD) of 4 unconnected molecules or ions with the total composition C39H84BrNO2 in a non-equilibrium geometry.

Last column: Mulliken charge in e.
Atoms and positions in Å:
Br: 0.2738 6.0907 -9.1936  -0.001
O: 2.4898 3.8413 -10.0256  -0.540
O: 2.1496 3.0167 -7.6794  -0.157
N: 1.8260 5.4767 -8.3445  -0.350
C: -0.4707 3.0386 4.4975  -0.610
C: -1.1515 -1.0980 -2.6019  -0.732
C: 0.9817 2.2697 4.4529  0.153
C: 2.1639 4.0307 -8.7447  0.437
C: -4.5309 -5.0097 -1.5194  -1.300
C: -6.5355 -5.4854 0.8474  -0.892
C: 1.7585 -4.0865 2.7145  -0.654
C: -1.9577 0.7214 4.7794  -0.608
C: -0.6826 2.3410 -6.8676  -0.511
C: 3.3607 -5.2952 1.1443  -1.183
C: 3.7248 4.4265 -2.6043  -0.819
C: 3.3658 3.0178 -2.1172  -0.707
C: -1.9189 -1.0719 2.7469  -0.324
C: 1.6834 1.7056 -8.1554  -0.530
C: 2.9483 3.6130 0.3252  -1.281
C: 2.4880 -2.7382 2.7401  -0.260
C: 4.3590 1.5144 7.2252  -1.066
C: 3.0904 -2.7409 5.2154  -1.113
C: -8.5707 -3.9535 0.8755  -1.162
C: -1.1358 0.4563 -4.8921  -0.427
C: 3.6259 2.4721 4.8209  -0.512
C: 2.5375 5.2954 -3.0247  -0.540
C: 2.1842 3.1662 5.1897  -0.568
C: -2.3286 -1.2990 1.1603  -0.608
C: 3.7640 1.1081 5.7381  0.243
C: -0.2585 -0.1636 -3.6106  -0.159
C: 0.0443 1.4952 -8.0748  -0.546
C: -5.1207 -3.9142 -0.6453  0.382
C: -1.1308 -0.7298 0.1410  0.283
C: 1.7672 4.7258 -4.2067  -0.498
C: -1.6333 2.2264 5.3444  -0.746
C: 2.3963 2.9628 -0.9336  -0.015
C: -7.8807 -5.1340 0.2083  -0.364
C: -5.4663 -4.3894 0.7684  -0.605
C: 3.5977 -2.6149 3.7865  -0.357
C: 2.6522 -5.3090 2.4895  -0.533
C: -1.8203 0.5461 3.1549  0.278
C: -1.8139 -0.3085 -1.3258  -0.533
C: -0.3151 1.8157 -5.3578  -0.216
H: 2.1347 4.2579 4.7663  0.389
H: -4.3898 -3.0992 -0.5675  -0.301
H: 2.6138 6.0360 -8.7887  0.382
H: -5.7871 -3.5241 1.3612  0.313
H: 2.6504 -3.7243 5.4047  0.397
H: -0.5171 3.5130 -7.0200  0.155
H: 3.5766 1.2097 8.0499  0.254
H: 4.4151 4.3331 -3.4522  0.421
H: 4.2836 4.9519 -1.8205  0.318
H: -0.8113 0.9308 2.6983  -0.289
H: 3.3896 -5.3979 3.2931  0.240
H: -7.9825 -3.0357 0.7857  0.272
H: 3.8817 3.1330 0.6333  0.327
H: 5.3821 0.9856 7.4328  0.298
H: -1.2337 -0.3476 -5.7691  0.196
H: -2.9502 -0.6619 -1.2316  0.289
H: 2.9151 -2.5359 1.7506  0.355
H: -3.0760 0.4141 5.0556  0.381
H: 3.9575 -6.2048 1.0235  0.378
H: -2.6961 1.1421 2.6073  0.199
H: 0.3122 0.6994 -3.0219  -0.119
H: 1.4410 3.4259 -1.1987  0.249
H: -7.7573 -4.9306 -0.8602  0.235
H: -1.2283 2.1151 6.4430  0.236
H: -0.6342 2.6681 -4.5915  0.280
H: 2.0627 1.3966 -9.2183  0.349
H: 0.9548 5.4046 -4.4874  0.429
H: 2.4206 4.6053 -5.0767  0.234
H: 4.0387 -4.4414 1.0527  0.294
H: -4.2729 -4.6077 -2.5042  0.391
H: 3.1395 4.6802 0.1788  0.301
H: -5.2386 -5.8298 -1.6729  0.333
H: 1.3828 2.0483 3.3664  0.020
H: 0.9975 -4.0531 1.9248  0.370
H: 2.9388 2.4429 -2.9480  0.150
H: 1.3202 3.7559 -3.9704  -0.290
H: 1.9823 3.1841 6.3446  0.225
H: 2.7545 0.5451 5.9251  -0.168
H: 2.2299 3.5158 1.1453  0.253
H: 2.6376 -5.2526 0.3246  0.279
H: -1.8169 0.8764 -1.4379  0.286
H: 1.7466 -1.9479 2.9131  0.019
H: 3.9178 -2.6077 5.9205  0.357
H: 4.5189 0.3495 5.2403  0.205
H: -0.4305 -1.9403 -2.1692  0.294
H: -6.6977 -5.7337 1.9039  0.384
H: -8.5390 -6.0078 0.2808  0.367
H: 2.0273 -6.2095 2.5449  0.393
H: 2.1771 1.9100 -0.7145  0.305
H: 2.9133 6.2879 -3.3004  0.378
H: 0.8548 1.6679 -5.1912  0.087
H: -0.8265 3.2457 3.3827  0.244
H: -0.8900 -1.6271 2.9838  -0.098
H: -8.7449 -4.1528 1.9377  0.291
H: 4.0758 -1.6349 3.6725  0.263
H: 1.2090 -4.2213 3.6541  0.349
H: -0.6012 0.2332 0.6049  -0.193
H: 4.2932 2.5006 -1.8407  0.432
H: -9.5421 -3.7710 0.4037  0.371
H: -0.1112 0.3427 -7.8047  0.265
H: 0.5932 -0.8415 -4.0719  0.301
H: -1.2700 -0.0966 5.3017  0.184
H: 4.5487 3.2145 4.9690  0.313
H: 1.8557 5.4487 -2.1822  0.310
H: -6.1540 -6.4012 0.3804  0.330
H: -2.2069 0.6971 -4.4278  0.252
H: 0.8947 1.2333 5.0177  -0.103
H: 3.5617 2.1014 3.6944  0.103
H: -4.5537 -4.7610 1.2510  0.407
H: 2.3381 -1.9756 5.4312  0.130
H: -1.8550 2.1835 -7.0181  0.343
H: -3.6205 -5.4173 -1.0703  0.289
H: -2.6471 2.8495 5.4336  0.322
H: -2.7145 -1.5958 3.4662  0.329
H: -0.4857 1.6247 -9.1358  0.317
H: -2.0267 -1.6801 -3.1636  0.237
H: -2.5623 -2.4411 0.9647  0.090
H: 2.1388 0.8997 -7.4017  0.282
H: 4.4968 2.6762 7.2491  0.271
H: 4.3792 -3.3602 3.6078  0.291
H: -6.0030 -3.4889 -1.1332  0.301
H: -0.3004 4.0913 5.0184  0.408
H: -3.3277 -0.6914 0.9752  0.344
H: -0.3616 -1.6096 0.0507  0.173

Force components x, y, z for each atom (eV/Å):
-0.02 -0.28 -0.03
-1.88 0.23 8.04
-0.83 2.46 -3.82
2.21 -1.76 0.04
-0.09 0.28 -0.22
0.27 -0.38 0.32
0.54 0.10 0.69
1.12 -0.90 -5.31
-0.03 0.01 -0.23
0.09 -0.13 -0.09
-0.04 0.00 0.17
-0.17 -0.53 -0.31
-0.83 0.08 -0.59
0.20 -0.11 -0.02
0.07 0.07 0.15
-0.08 -0.04 -0.13
-0.20 -0.15 0.29
-0.56 -2.65 0.26
-0.14 0.09 0.15
0.07 -0.01 -0.17
-0.46 -0.03 -0.21
0.17 -0.04 0.16
-0.19 0.10 -0.12
0.82 0.12 1.16
-0.91 -0.91 0.06
0.13 0.00 -0.07
-0.30 -0.49 -0.81
0.21 0.73 0.66
1.13 0.20 0.60
0.11 -0.67 -0.67
-0.09 -0.69 0.34
0.11 0.04 0.17
-0.85 0.09 0.23
-0.17 0.10 -0.02
0.19 -0.01 0.33
0.11 -0.17 -0.07
0.03 -0.10 0.13
-0.09 0.14 0.06
-0.11 0.12 -0.05
-0.22 -0.01 -0.02
-0.27 -0.77 -0.47
-0.54 -0.58 0.61
-0.48 0.50 0.30
0.07 -2.02 0.85
-0.13 -0.04 0.00
-1.34 -0.98 0.57
0.03 -0.09 -0.03
0.00 0.10 0.00
-0.10 -2.60 0.51
1.73 0.64 -1.50
-0.08 0.02 0.05
-0.03 -0.07 -0.05
-1.88 -0.54 1.21
-0.05 0.03 0.01
-0.06 -0.07 0.05
-0.03 0.07 -0.01
-1.99 1.08 -0.31
0.20 1.78 2.01
2.41 0.93 -0.34
-0.06 -0.02 0.06
2.41 0.73 -0.51
-0.05 0.12 -0.08
1.82 -1.30 1.17
-1.47 -1.73 -1.16
0.02 -0.01 -0.05
0.04 -0.04 0.04
-0.81 0.21 -2.04
0.70 -1.78 -1.64
-0.57 1.10 1.99
0.07 -0.13 -0.06
-0.11 -0.06 0.05
-0.08 -0.07 -0.03
0.02 -0.12 0.08
0.02 -0.10 0.04
0.10 0.05 0.02
-1.11 0.45 2.03
0.05 -0.02 0.04
0.04 0.05 0.04
0.08 0.09 -0.05
0.52 0.04 -2.15
1.84 1.24 -0.77
0.12 0.04 0.00
0.07 0.04 0.03
0.11 -2.59 0.08
0.06 -0.03 0.01
-0.16 -0.01 -0.01
-1.61 1.52 0.89
-1.57 1.76 -0.88
-0.01 0.03 -0.09
0.10 0.06 -0.06
0.08 0.11 0.06
-0.02 0.10 -0.07
-0.03 -0.08 0.09
-2.49 0.19 -0.58
0.63 -0.41 2.43
-2.06 1.34 -0.55
0.05 0.06 -0.08
-0.02 -0.10 -0.04
0.04 0.04 -0.08
-1.14 -2.27 -0.89
-0.08 0.03 0.00
0.10 0.04 0.12
0.44 2.39 -0.65
-1.64 1.37 0.91
-1.31 1.83 -1.11
-2.03 -1.79 -0.27
0.07 -0.01 0.02
0.00 0.08 0.05
2.22 -0.30 -1.41
0.16 2.08 -1.23
0.29 1.10 2.22
-0.05 0.03 -0.05
0.02 -0.09 -0.01
2.46 0.31 0.36
-0.07 -0.03 -0.03
2.32 -1.23 -0.43
1.55 1.15 -1.66
1.23 0.13 2.40
2.01 1.39 0.91
0.60 2.33 0.28
-0.78 2.12 -1.52
-0.15 -2.21 0.16
-0.04 0.02 -0.04
0.00 0.00 0.05
-0.46 -2.17 -1.11
2.02 -1.22 0.30
-1.27 1.86 -0.05

- Max |F|: 8.3 eV Å⁻¹
- Energy relative to the best compared isomer or geometry (same formula, charge and spin): 10.131 eV
- LUMO level: -0.0158 Eh
- E: -4315.215990 Ha
- Gap between HOMO and LUMO: 0.346 Ha
- SMILES: CCCCCCCCCCCCCCCCCCCCOC(=O)NBr.CCCCCC.CCCCCC.CCCCCC



The following is a DFT calculation (wB97M-V/def2-TZVPD) of 2 unconnected molecules or ions with the total composition C12H18N2O6S in a non-equilibrium geometry.

Last column: Mulliken charge in e.
Atoms and positions in Å:
S: 1.2412 0.1800 0.5142  -0.217
O: -2.5903 -1.6534 -6.3982  -0.542
O: 2.3562 3.1251 1.3559  -0.666
O: -2.1988 -4.2742 -6.6962  -0.607
O: -1.6523 1.6156 3.7578  -0.654
O: 0.2672 -3.6667 -1.0033  -0.526
O: -0.7651 -4.5237 -4.9703  -0.429
N: 3.3183 2.5281 3.2508  -0.142
N: -0.2052 2.3002 2.1826  -0.106
C: -0.1648 -2.5320 -0.8227  -0.183
C: 3.4290 1.8639 4.5504  -0.811
C: 2.2704 2.5241 2.4201  0.201
C: -1.2181 -2.3942 -3.0237  -0.037
C: -2.5553 2.8246 1.9230  -1.164
C: 1.1318 0.2607 2.3263  -0.730
C: 1.0010 1.7226 2.7811  -0.239
C: -1.4256 2.1921 2.7019  0.704
C: -0.7028 -1.7453 -1.9303  -0.263
C: -1.9871 -2.3906 -5.4053  0.422
C: -1.7439 -1.7342 -4.2121  -0.577
C: -1.6569 -3.8157 -5.7030  0.686
H: -0.6952 -0.6633 -1.8622  0.357
H: 4.1120 3.0595 2.9240  0.303
H: -0.0983 -2.1022 0.1694  0.316
H: 0.2577 -0.3009 2.6627  0.517
H: -2.6570 2.3197 0.9646  0.296
H: 2.0231 -0.1890 2.7649  0.232
H: 3.2932 0.7861 4.4418  0.234
H: -0.0890 2.7862 1.3066  0.304
H: 2.2473 1.0563 0.3681  0.126
H: -1.9793 -0.6758 -4.1628  0.354
H: -2.3413 3.8796 1.7652  0.333
H: 2.6789 2.2571 5.2395  0.297
H: -0.7069 -5.3891 -5.4023  0.342
H: 4.4180 2.0490 4.9743  0.323
H: 0.8843 1.7374 3.8654  0.530
H: -2.7928 -2.2604 -7.1395  0.338
H: -3.4788 2.7209 2.4914  0.321
H: -1.2246 -3.4779 -2.9702  0.357

Force components x, y, z for each atom (eV/Å):
0.01 -0.34 -0.10
0.45 -1.39 0.11
-0.48 0.02 -0.07
0.52 -0.18 0.54
0.31 -0.14 0.02
-0.50 0.86 0.41
-0.75 1.00 -0.25
0.55 -0.45 1.13
1.80 0.62 -0.50
0.78 -1.77 -0.74
-0.27 0.10 -0.25
-0.59 0.37 -0.97
0.73 0.87 1.10
0.17 0.01 0.02
0.58 0.35 -0.06
-0.44 0.07 0.27
-1.27 -0.35 1.10
-1.01 -0.32 -1.51
0.38 1.99 2.34
-0.08 -1.43 -1.20
-0.61 -0.29 -1.44
-0.05 0.00 0.03
-0.17 -0.05 -0.11
-0.18 0.33 0.38
0.04 0.10 -0.19
-0.06 0.09 -0.15
-0.06 -0.10 0.01
0.04 0.05 0.14
0.18 -0.05 0.00
-0.07 -0.04 0.03
-0.03 -0.09 -0.05
-0.07 0.09 -0.18
0.08 -0.10 0.08
-0.03 -0.04 0.00
-0.16 0.01 -0.17
-0.21 -0.04 0.02
0.17 0.17 0.39
0.17 -0.03 -0.05
0.11 0.13 -0.13

- Max |F|: 3.1 eV Å⁻¹
- Energy relative to the best compared isomer or geometry (same formula, charge and spin): 0.475 eV
- LUMO level: -0.0234 Eh
- E: -1427.196198 Ha
- Gap between HOMO and LUMO: 0.295 Ha
- SMILES: CNC(=O)[C@H](CS)NC(C)=O.O=C/C=C/C=C(/O)C(=O)O



Which value of gap between HOMO and LUMO does entry 2 give?
0.344 Ha